# 1
Density functional theory data (the ωB97M-V functional and the def2-TZVPD basis) for C28H29N3O4 in the gas phase.

Computed properties:
Strongest force on any atom, hartree/bohr: 0.014
Energy relative to the best compared isomer or geometry (same formula, charge and spin), eV: 1.101
E_tot, eV: -42168.3896
HOMO level, Eh: -0.28870
LUMO energy, eV: 0.3

Each line ends with the natural charge from an NBO analysis.
Atoms and positions in Å:
O: -2.49577 2.77618 -2.40938  -0.518
N: 0.56430 -2.78090 0.63033  -0.586
O: 2.80410 -0.17881 -0.64427  -0.512
H: 1.63266 1.84534 -0.64611  0.422
C: 1.85478 -0.54460 -1.56650  0.276
C: 1.35012 -1.01350 2.03064  -0.124
C: 2.53679 -3.12614 1.97455  -0.262
C: -2.63620 2.36986 0.29624  -0.225
C: 4.32927 -0.81759 4.38335  -0.414
C: 3.98039 -0.94131 -0.56099  -0.249
H: -1.05507 0.76688 -2.68969  0.217
C: -1.72632 0.11093 0.03364  -0.257
H: -2.91838 2.21035 1.34422  0.191
H: 2.63148 -4.13439 1.59615  0.210
C: -5.00848 1.61431 -0.08855  -0.182
H: -5.09518 1.44276 0.97516  0.209
C: 1.48122 -2.32476 1.53809  0.252
H: 4.26670 -3.25260 3.20784  0.212
H: -3.05994 3.92996 -4.03850  0.181
H: 0.95248 -2.80689 -3.90109  0.214
C: 3.88277 -1.18732 5.79929  -0.593
H: 4.59081 -0.45699 0.19972  0.203
C: -0.17490 -1.06189 -3.39641  -0.226
C: 2.29187 -0.53704 2.94699  -0.166
C: 3.34215 -1.32492 3.37138  -0.035
H: 3.77417 -1.96975 -0.24741  0.179
H: 4.52145 -0.95039 -1.51285  0.178
C: 3.44891 -2.62841 2.87796  -0.188
H: -6.81510 1.40797 -2.92759  0.214
C: -2.34775 3.14786 -3.75697  -0.254
C: -5.97859 1.59645 -2.27121  -0.188
H: -7.01877 0.99917 -0.49888  0.214
C: 0.89663 -1.92404 -3.28313  -0.201
C: 0.74390 0.31718 -1.65327  0.104
H: -2.46345 2.29128 -4.43030  0.174
C: 0.26621 -0.22092 1.54477  -0.122
H: 4.59864 -0.82161 6.53151  0.208
C: -0.31733 2.16796 -0.30260  0.803
N: 0.72618 1.43637 -0.82907  -0.641
H: -2.60762 -0.03227 0.67102  0.226
C: -0.47944 -2.05421 0.10611  0.634
H: 2.75459 -2.34003 -2.31731  0.220
H: -1.97367 -0.32813 -0.94189  0.241
H: 4.41394 0.26767 4.30508  0.208
N: -1.49655 1.53602 -0.04424  -0.456
C: -6.09352 1.36754 -0.91441  -0.241
H: 2.91071 -0.74977 6.01457  0.206
H: -4.72536 2.24176 -3.86865  0.219
H: -0.95855 -1.26126 -4.11045  0.216
C: 1.91855 -1.66078 -2.38134  -0.299
C: -4.79140 2.06993 -2.80576  -0.321
H: 0.65855 -3.72585 0.27674  0.413
O: -1.22917 -2.56316 -0.70921  -0.625
H: -2.30481 3.40468 0.17287  0.263
C: -3.81395 2.09112 -0.59727  -0.106
H: -1.33365 3.53593 -3.84119  0.208
C: -0.24418 0.06336 -2.59247  -0.183
H: 5.31256 -1.25219 4.19173  0.205
C: -3.70347 2.31874 -1.97877  0.381
H: 0.16589 0.78665 1.92399  0.223
H: 2.18997 0.47376 3.31425  0.212
O: -0.13358 3.33953 -0.01672  -0.665
C: -0.59425 -0.68795 0.61447  -0.100
H: 3.80168 -2.26715 5.90180  0.204

Atomic forces in eV per Å
-0.118 -0.054 0.366
-0.003 -0.381 -0.118
-0.596 0.185 -0.325
-0.211 0.084 0.038
-0.006 0.168 0.133
0.222 -0.485 0.065
-0.063 -0.027 -0.008
0.027 0.357 -0.125
-0.153 -0.089 0.200
0.284 -0.180 0.030
-0.142 0.110 0.022
-0.020 -0.404 -0.199
0.007 0.042 -0.088
0.017 -0.111 -0.039
0.094 0.077 -0.108
0.040 -0.021 0.117
0.243 0.443 0.413
0.098 -0.079 0.032
0.014 -0.048 0.012
0.005 -0.078 -0.058
0.181 0.111 -0.094
0.004 -0.072 -0.042
0.005 -0.079 -0.070
-0.011 -0.256 -0.146
0.155 0.130 -0.041
-0.006 0.050 -0.025
-0.033 -0.003 0.026
-0.131 0.084 -0.078
-0.063 -0.017 -0.054
0.051 0.094 -0.283
-0.090 -0.045 0.136
-0.084 -0.035 0.031
-0.078 0.011 -0.074
0.064 -0.173 -0.259
-0.016 0.034 0.037
-0.480 -0.219 -0.364
0.033 0.005 0.144
0.205 0.020 0.015
0.469 0.215 -0.020
0.047 0.005 -0.122
0.101 -0.213 0.044
0.097 -0.024 0.036
-0.073 0.066 0.255
0.085 -0.006 -0.050
-0.104 -0.069 0.191
-0.180 -0.047 -0.058
-0.098 0.013 0.056
0.045 0.027 -0.090
-0.090 -0.022 -0.051
0.201 0.010 0.125
0.288 0.118 -0.200
-0.109 0.190 -0.008
-0.202 -0.011 -0.078
-0.092 -0.167 0.137
0.108 0.025 -0.034
-0.074 -0.020 -0.051
0.245 -0.008 0.005
0.029 0.086 -0.042
-0.188 -0.102 0.129
-0.038 0.150 -0.004
-0.003 0.163 0.051
0.107 0.343 0.069
0.014 0.232 0.441
-0.033 -0.099 0.051

---

# 2
Density functional theory data (the ωB97M-V functional and the def2-TZVPD basis) for 6 unconnected molecules or ions with the total composition C9H28ClN4O9 in a non-equilibrium geometry.

Computed properties:
Strongest force on any atom, hartree/bohr: 0.072
E_tot, eV: -46692.2156
HOMO level, Eh: -0.21993
LUMO energy, eV: 2.0
Total charge: -1

Each line ends with the natural charge from an NBO analysis.
Atoms and positions in Å:
H: -0.16069 3.54645 -2.80219  0.217
O: 0.43053 0.57206 1.22077  -0.870
O: 1.00267 2.07547 2.90215  -0.889
H: 1.06821 -6.71543 3.07801  0.200
N: -1.65891 5.11019 5.73628  -0.850
H: 0.73745 4.53296 7.63750  0.390
C: -0.91088 5.41791 6.83159  0.764
C: -0.81927 3.24927 -3.61831  -0.634
O: 5.22632 -3.00158 -2.82601  -0.725
H: 0.74078 -4.41352 2.39657  0.160
H: -4.57810 -4.59820 -2.62990  0.404
C: 1.92372 -6.05175 3.20336  -0.624
H: -1.27785 4.39353 5.13521  0.409
H: 2.26587 -3.19483 2.07000  0.469
H: 4.81249 -1.14939 -1.87120  0.172
N: -3.70492 -4.12483 -2.44660  -0.827
H: 2.78558 -6.65189 2.91159  0.201
N: -2.47545 -2.87760 -1.03129  -0.832
H: -2.06558 4.34876 -2.21341  0.480
N: 0.02725 4.47530 6.92168  -0.839
H: -3.22454 2.98084 -4.61397  0.210
H: -2.34010 5.83510 5.56137  0.403
O: -0.57961 0.48019 3.43644  -0.887
O: 2.61619 -3.91790 2.59541  -0.713
H: 0.29483 3.88360 6.14812  0.396
C: 3.25496 -1.84098 -3.19540  -0.628
O: -4.68269 -3.06601 -0.74507  -0.687
H: 2.78181 -2.28600 -2.32008  0.202
H: 2.92662 -2.45050 -4.03729  0.212
H: 5.52209 -3.17143 -1.92864  0.470
H: -2.53635 -2.27110 -0.22597  0.430
O: -2.34028 4.82420 -3.00087  -0.728
H: 1.73888 -5.18123 1.16312  0.149
H: -2.18645 3.50053 -5.97555  0.193
Cl: -0.04468 1.29586 2.36290  2.551
H: -0.19967 2.77098 -4.37689  0.206
C: -1.65311 4.39318 -4.12660  0.091
H: 2.77319 -0.86460 -3.24724  0.203
C: -3.66261 -3.33439 -1.39678  0.748
C: -2.70183 3.82146 -5.07029  -0.615
H: -1.60969 -3.08782 -1.50708  0.390
O: -1.19895 6.23721 7.68189  -0.675
H: 5.25159 -0.97640 -3.52627  0.161
H: -2.86697 -4.61804 -2.71990  0.375
O: -1.17852 2.15964 2.00667  -0.901
H: -3.47497 4.52904 -5.36977  0.210
C: 1.69797 -4.90274 2.21617  -0.065
H: -1.49808 2.48451 -3.24086  0.210
H: 2.01976 -5.69071 4.22733  0.222
C: 4.75460 -1.65639 -2.83438  -0.067
H: -1.02258 5.17700 -4.54633  0.160

Atomic forces in eV per Å
0.051 0.140 0.006
-0.051 -0.693 -0.236
1.747 1.151 0.372
-0.111 -0.200 0.476
-0.566 1.399 0.276
-0.321 0.172 -0.036
-1.429 -1.225 -0.201
0.921 -0.778 -0.359
1.118 0.420 0.403
-0.647 -0.629 -0.115
0.204 0.182 0.175
-0.699 -0.401 -1.336
-0.884 0.561 -0.593
0.739 0.968 0.311
0.035 -0.300 0.222
0.121 -2.096 -2.740
0.241 0.206 0.162
1.463 0.777 0.658
0.115 0.039 -0.030
3.136 -1.228 1.298
0.235 -0.042 0.091
-0.053 -0.668 -0.897
0.701 -1.208 -0.476
0.665 0.827 -1.050
-0.204 0.215 0.066
-0.320 1.251 1.216
0.529 0.062 -0.607
0.025 -0.233 0.083
0.845 0.102 -0.246
0.176 -0.255 -0.056
0.594 -0.011 -0.151
-1.089 1.713 1.108
0.310 -0.257 -0.102
-0.166 -0.255 -0.205
-3.366 0.914 1.168
0.053 0.040 -0.131
-0.384 -1.719 0.438
-0.095 0.166 -0.338
-2.409 0.708 2.520
0.301 0.421 -0.890
-0.275 0.312 0.265
0.329 0.666 -0.040
0.383 -0.501 -0.366
-0.227 0.107 -0.095
0.988 -0.134 -0.795
0.151 0.277 0.112
-0.411 -0.463 1.853
0.016 -0.071 0.092
-0.097 -0.001 -0.188
-2.189 -0.647 -0.900
-0.201 0.217 -0.188